16
Properties=species:S:1:pos:R:3 method="wB97M-V/def2-TZVPD" e_lumo_ev="-7.907 / -8.188" homo_lumo_gap_ev="5.2909 / 4.8499" e_above_lowest_ev=7.479 total_charge=+1
C -1.5144 -0.9688 1.1032
C -2.1935 -0.5609 0.1015
C -3.1015 0.4439 -0.3103
C 2.0008 -1.0641 0.1595
C 1.8837 1.3488 -0.3717
N 1.3553 0.0574 -0.2495
H -0.9524 -1.6314 1.6872
H -3.8998 -0.0188 -1.1371
H -2.5524 1.2286 -0.8355
H -3.7330 0.6906 0.4933
H 1.5068 -1.7401 0.7639
H 2.0954 -1.7061 -0.6674
H 3.1095 -0.9475 0.4786
H 1.6263 1.8129 -1.3782
H 1.3687 1.9068 0.3993
H 3.0004 1.1487 -0.2367

7
Properties=species:S:1:pos:R:3 method="wB97M-V/def2-TZVPD" e_lumo_ev=3.599 homo_lumo_gap_ev=8.1293 e_above_lowest_ev=0.641 total_charge=-1
C -1.2838 -0.5389 0.2030
N -2.2073 0.1408 0.1631
O 3.4278 1.6880 -0.1185
O 1.4761 0.1000 0.5087
P 2.9111 0.3464 0.0815
S 3.9080 -1.4336 -0.0489
H -0.5811 -1.3012 0.4474

9
Properties=species:S:1:pos:R:3 method="wB97M-V/def2-TZVPD" multiplicity=3 e_lumo_ev="0.643 / -3.116" homo_lumo_gap_ev="8.2635 / 5.8174" e_above_lowest_ev=0.000 total_charge=0
C -0.8179 -1.1635 -0.0972
C 0.1328 0.2196 -0.4664
C 1.5115 0.4601 -0.0910
C 0.7728 1.3841 0.6459
N -0.3624 1.4872 -0.1526
S -2.4244 -1.1612 0.2371
Br 3.0037 -0.6486 0.0199
H -0.4869 -2.1747 -0.2781
H -1.3292 1.5971 0.1824

17
Properties=species:S:1:pos:R:3 method="wB97M-V/def2-TZVPD" e_lumo_ev=0.203 homo_lumo_gap_ev=8.5238 e_above_lowest_ev=4.178 total_charge=0
C -1.2290 1.4534 -1.2836
C -0.2312 1.4276 -0.1986
C -0.2082 -0.5541 1.9584
C 0.9322 -0.5773 0.9619
O 0.9128 -1.7514 0.1302
C 0.6470 -1.0032 -1.0622
C 0.7437 0.3302 -0.2835
H -1.5561 2.4651 -1.5416
H -2.0900 1.0170 -0.7364
H -1.0697 0.8424 -2.1856
H -0.2860 0.4363 2.4175
H -0.0590 -1.3052 2.7400
H -1.1543 -0.7756 1.4488
H 1.8989 -0.4754 1.4700
H -0.3365 -1.2427 -1.4902
H 1.4156 -1.1708 -1.8266
H 1.6698 0.8840 -0.5184

32
Properties=species:S:1:pos:R:3 method="wB97M-V/def2-TZVPD" e_lumo_ev="-5.593 / -5.594" homo_lumo_gap_ev="5.7687 / 5.7702" total_charge=+1
Rh 2.3597 -0.6474 -0.7851
S -5.1011 -1.5293 0.0076
N -4.2167 -0.1907 -0.0929
C -2.9324 -0.5181 -0.1092
C -1.8164 0.3740 -0.1454
C -1.9309 1.7680 -0.1674
C -0.7889 2.5297 -0.1392
C 0.4674 1.9004 -0.0651
N 0.5806 0.5855 -0.0961
C -0.5249 -0.1889 -0.1511
C -0.3369 -1.6211 -0.1875
N 0.9232 -2.0872 -0.3205
C 1.1492 -3.3929 -0.2639
C 0.1282 -4.3234 -0.0916
C -1.1767 -3.8806 -0.0223
C -1.4292 -2.5055 -0.0779
C -2.7393 -1.9319 -0.0415
N -3.8902 -2.5862 0.0284
H -2.9102 2.2170 -0.1913
H -0.8526 3.6064 -0.1442
H 1.6720 3.4851 -0.8010
H 2.1812 -3.7132 -0.3489
H 0.3634 -5.3729 -0.0357
H -2.0095 -4.5574 0.0803
S 3.9616 0.9977 -0.1501
C 3.0610 2.4153 0.3903
C 3.8733 3.3137 1.0502
N 4.5762 4.0337 1.6195
C 1.6512 2.8489 0.1042
S 3.4481 0.8295 -2.1481
C 1.2856 3.7384 1.2117
N 0.9734 4.4021 2.0830

25
Properties=species:S:1:pos:R:3 method="wB97M-V/def2-TZVPD" e_lumo_ev=0.115 homo_lumo_gap_ev=8.3179 e_above_lowest_ev=5.163 smiles="C=C(OCl)N(C)c1ccccc1C" total_charge=0
C -0.0370 2.5220 0.2780
C 0.6398 1.6551 1.0618
O 1.9406 1.7988 1.7533
Cl 2.7272 3.2398 1.4044
N 0.2434 0.3387 1.0743
C 0.4438 -0.4787 2.3040
C -0.4333 -0.3481 0.0585
C -1.8500 -0.7143 0.1754
C -2.4448 -1.4882 -0.7909
C -1.7299 -1.7162 -1.9779
C -0.4406 -1.2612 -2.1898
C 0.2797 -0.6077 -1.1428
C 1.6349 -0.1166 -1.2855
H 0.0993 3.5337 0.3363
H -1.0697 2.3296 0.1991
H 1.3210 -0.0171 2.8161
H -0.4563 -0.6156 2.9834
H 0.7998 -1.5114 1.9938
H -2.3013 -0.7350 1.2010
H -3.3667 -2.0033 -0.3983
H -2.0305 -2.3800 -2.7881
H 0.1107 -1.5223 -3.1616
H 1.7151 0.8188 -0.8397
H 2.3434 -0.8137 -0.7211
H 1.8614 0.0929 -2.3436

118
Properties=species:S:1:pos:R:3 method="wB97M-V/def2-TZVPD" multiplicity=2 e_lumo_ev="2.078 / 2.377" homo_lumo_gap_ev="7.3467 / 7.5628" e_above_lowest_ev=0.000 total_charge=-1
Cr 0.7967 0.6821 0.5178
O 1.0244 0.9678 2.4312
N 2.0490 0.5519 3.1271
C 1.9656 0.5462 4.4715
C 3.0136 0.1313 5.2507
C 4.1928 -0.3041 4.6436
C 4.2657 -0.2945 3.2673
C 3.1856 0.1325 2.4951
S 3.2278 0.1749 0.7953
H 1.0129 0.8617 4.8694
H 2.9036 0.1331 6.3238
H 5.0235 -0.6549 5.2386
H 5.1404 -0.6340 2.7349
C 4.3591 0.8420 -2.6861
C 3.1440 0.0480 -3.1585
C 3.2374 -1.3570 -2.5830
C 3.1462 -0.0286 -4.6809
Sb 1.2310 0.9618 -2.2163
C 1.3858 3.1447 -2.9681
C 2.5590 3.8417 -2.2925
C 0.1079 3.8568 -2.5522
C 1.5458 3.2289 -4.4797
C -0.4499 -0.0301 -3.4475
C -0.6098 -1.4214 -2.8477
C -1.7118 0.7736 -3.1685
C -0.2247 -0.1314 -4.9462
H 5.2637 0.2505 -2.8445
H 4.2909 1.0615 -1.6209
H 4.4643 1.7675 -3.2484
H 4.1193 -1.8678 -2.9753
H 2.3585 -1.9451 -2.8387
H 3.3317 -1.3036 -1.5014
H 4.1580 -0.2508 -5.0269
H 2.8245 0.8991 -5.1415
H 2.4969 -0.8243 -5.0303
H 2.4223 3.8528 -1.2155
H 2.5964 4.8806 -2.6267
H 3.5104 3.3762 -2.5332
H -0.0381 3.7867 -1.4752
H -0.7593 3.4616 -3.0784
H 0.1861 4.9204 -2.7902
H 2.5152 2.8547 -4.7978
H 1.4741 4.2738 -4.7898
H 0.7651 2.6765 -4.9965
H -0.6672 -1.3724 -1.7602
H 0.2179 -2.0743 -3.1224
H -1.5328 -1.8790 -3.2090
H -1.8240 0.9554 -2.0983
H -1.7017 1.7223 -3.7037
H -2.5939 0.2170 -3.4912
H 0.5365 -0.8674 -5.1792
H 0.0758 0.8180 -5.3783
H -1.1508 -0.4458 -5.4313
C 2.2851 3.6687 2.4169
S 0.9078 3.6334 1.2318
O -0.2940 3.3010 1.9442
O 0.9266 4.9332 0.6076
O 1.2791 2.5816 0.2390
H 2.5022 4.7109 2.6011
H 3.1307 3.1763 1.9503
H 1.9854 3.1702 3.3279
C -2.7833 -0.0381 5.4324
C -1.8816 0.9699 5.1323
C -1.5803 1.2625 3.8151
C -2.1560 0.5602 2.7585
C -3.0809 -0.4273 3.0799
C -3.3903 -0.7276 4.3977
Ge -1.6314 1.0385 0.8722
C -2.7555 2.6895 0.6679
C -3.5196 3.1865 1.7151
C -4.3015 4.3182 1.5655
C -4.3433 4.9848 0.3523
C -3.5867 4.5075 -0.7032
C -2.8083 3.3748 -0.5380
C -2.9455 -0.2376 -0.0354
C -4.1911 0.1595 -0.5116
C -5.0971 -0.7524 -1.0269
C -4.7828 -2.1006 -1.0725
C -3.5434 -2.5193 -0.6195
C -2.6445 -1.5938 -0.1194
H -3.0139 -0.2740 6.4638
H -1.4166 1.5309 5.9353
H -0.9057 2.0701 3.5798
H -3.5833 -0.9620 2.2835
H -4.1091 -1.5067 4.6200
H -3.5042 2.6761 2.6668
H -4.8835 4.6892 2.4000
H -4.9627 5.8654 0.2327
H -3.6018 5.0207 -1.6573
H -2.2328 3.0062 -1.3745
H -4.4576 1.2070 -0.4733
H -6.0578 -0.4131 -1.3935
H -5.4973 -2.8163 -1.4605
H -3.2746 -3.5686 -0.6562
H -1.6760 -1.9315 0.2192
C 0.0560 -7.8457 0.7660
C 0.1752 -6.3562 0.9317
C -0.7152 -5.6438 1.7238
C -0.5964 -4.2720 1.9028
C -1.5357 -3.5369 2.8067
C 0.4360 -3.5875 1.2528
C 1.3482 -4.2915 0.4711
C 2.5267 -3.6176 -0.1613
C 1.2035 -5.6646 0.3132
C 0.6242 -2.1041 1.5052
O 0.9045 -1.7291 2.6390
O 0.4926 -1.3177 0.4985
H -0.7293 -8.2432 1.4052
H 0.9951 -8.3381 1.0201
H -0.1793 -8.1013 -0.2674
H -1.5152 -6.1717 2.2291
H -2.2814 -4.2083 3.2308
H -2.0406 -2.7345 2.2719
H -0.9729 -3.0689 3.6136
H 2.4707 -2.5419 -0.0392
H 2.5752 -3.8518 -1.2237
H 3.4500 -3.9655 0.3048
H 1.9235 -6.1991 -0.2961

85
Properties=species:S:1:pos:R:3 method="wB97M-V/def2-TZVPD" e_lumo_ev=-9.467 homo_lumo_gap_ev=5.0485 e_above_lowest_ev=0.165 total_charge=+3
Lu -0.0332 -0.3170 0.2406
P -1.3945 1.9589 -1.4031
P -1.7808 -1.1177 2.1910
P -2.3371 -1.6724 -0.8746
H 4.0683 -4.8836 -7.0898
C 3.1372 -4.7781 -7.6586
C 2.9212 -3.7314 -8.4663
H 3.6669 -2.9397 -8.5942
C -0.2585 3.3350 -1.2966
C -2.6258 2.0734 -0.0905
C -2.2029 1.9537 -3.0020
C -1.3848 -2.6345 3.1360
C -1.2619 0.1856 3.3631
C -3.5875 -1.1119 2.5163
C -2.0681 -2.0921 -2.6443
C -4.0714 -1.0512 -0.9689
C -2.6485 -3.3696 -0.2309
H 2.4126 -5.5973 -7.5849
H 2.0087 -3.6553 -9.0670
H 0.7117 3.0327 -1.7117
H -0.1049 3.6403 -0.2514
H -0.6397 4.2020 -1.8558
H -2.1492 2.1469 0.8991
H -3.2993 1.2056 -0.0905
H -3.2258 2.9840 -0.2487
H -1.4429 1.7621 -3.7737
H -2.6792 2.9236 -3.2083
H -2.9532 1.1512 -3.0579
H -1.7367 -2.5014 4.1670
H -0.3046 -2.8066 3.1256
H -1.8797 -3.5072 2.6974
H -1.8242 0.0698 4.2995
H -1.4788 1.1832 2.9588
H -0.1946 0.1269 3.5963
H -3.7250 -1.1576 3.6071
H -4.0925 -1.9758 2.0670
H -4.0555 -0.1937 2.1454
H -2.9837 -2.5553 -3.0381
H -1.2261 -2.7911 -2.7424
H -1.8466 -1.1808 -3.2146
H -4.6931 -1.8551 -1.3901
H -4.1302 -0.1717 -1.6263
H -4.4526 -0.7974 0.0295
H -3.4898 -3.7963 -0.7972
H -2.9040 -3.3556 0.8366
H -1.7427 -3.9723 -0.3826
C 1.2985 -3.3710 -2.0804
C 1.4944 -2.5876 -3.2389
C 1.7636 -3.2032 -4.4636
C 1.8475 -4.5983 -4.5557
C 1.6398 -5.3895 -3.4162
C 1.3647 -4.7842 -2.1955
Se 1.0266 -2.6556 -0.3421
H -0.6991 0.6528 -1.4961
H 1.4397 -1.5008 -3.1577
H 1.9107 -2.5910 -5.3568
H 2.0883 -5.0612 -5.5104
H 1.6991 -6.4760 -3.4832
H 1.2136 -5.3804 -1.2939
C 2.9599 4.6794 3.6724
N 2.8344 3.7330 2.5775
N 1.9816 2.6775 2.5857
C 1.9930 2.0855 1.3637
O 1.1860 1.1101 1.0402
C 2.9447 2.7889 0.5967
C 3.4018 3.8421 1.3727
C 4.2795 4.9838 1.0745
C 1.1894 2.4253 3.7526
C 0.0689 3.2340 3.9548
C -0.6291 3.1040 5.1534
C -0.1750 2.2054 6.1291
C 0.9706 1.4261 5.9144
C 1.6690 1.5339 4.7127
H 2.4135 4.3664 4.5615
H 2.5721 5.6648 3.3729
H 4.0187 4.7879 3.9435
H 3.1950 2.5601 -0.4228
H 3.7399 5.9381 1.1709
H 5.1588 4.9990 1.7329
H 4.6441 4.9171 0.0477
H -0.2135 3.9547 3.1812
H -1.5181 3.7152 5.3225
H -0.7050 2.1368 7.0770
H 1.3315 0.7414 6.6840
H 2.5839 0.9698 4.5032

70
Properties=species:S:1:pos:R:3 method="wB97M-V/def2-TZVPD" multiplicity=4 e_lumo_ev="-3.422 / -4.062" homo_lumo_gap_ev="6.6017 / 6.2676" total_charge=+1
Re 0.5120 -0.7318 1.1564
Br 3.2647 -2.3382 -5.1219
C 2.6941 -1.9686 -3.3841
C 3.5085 0.5260 -2.8022
C 3.4701 1.0358 -1.5615
C 2.5405 0.2161 -0.7772
O 2.2034 0.3178 0.4344
C 2.0988 -2.1625 -1.1211
C 0.9545 -2.4262 -0.1687
N -0.2661 -1.7795 -0.3605
C -1.4538 -2.5018 -0.0719
C -2.2280 -3.1479 -0.9929
C -3.3915 -3.8268 -0.5671
C -3.7622 -3.8539 0.7491
C -2.9794 -3.1865 1.7190
C -3.2633 -3.1458 3.1026
C -2.4373 -2.4504 3.9424
C -1.3325 -1.7638 3.4196
N -1.0296 -1.7883 2.1325
C -1.8340 -2.5049 1.2830
C 2.3110 -2.8492 -2.4648
H 4.0634 0.9239 -3.6394
H 4.0075 1.8840 -1.1697
H 0.9309 -3.4156 0.2901
H -1.9510 -3.1340 -2.0389
H -3.9988 -4.3335 -1.3041
H -4.6530 -4.3822 1.0614
H -4.1330 -3.6637 3.4869
H -2.6291 -2.3969 5.0038
H -0.7016 -1.1549 4.0532
H 2.3119 -3.9233 -2.5772
C 0.0724 -0.7902 -3.9270
C 1.2930 0.1009 -3.7637
C 2.4530 -0.5454 -2.9478
N 2.0596 -0.7548 -1.5618
H 0.2639 -1.6254 -4.6036
H -0.7518 -0.2075 -4.3369
H -0.2445 -1.1865 -2.9604
H 1.0155 1.0195 -3.2354
H 1.6935 0.3937 -4.7365
F 4.2767 -1.6437 0.1478
B 3.4318 -2.5428 -0.3225
F 3.6771 -3.8164 -0.0857
C 1.4954 3.7587 0.4112
Si 1.1105 3.1509 2.1459
C 2.6569 2.5099 2.9819
C 0.3904 4.5616 3.1391
As -0.4637 1.3925 2.1841
Si -1.9903 1.9178 0.4617
C -3.4381 0.7414 0.6386
C -2.5551 3.6831 0.7070
C -1.2203 1.7156 -1.2393
H 2.2831 4.5162 0.4478
H 0.6199 4.2190 -0.0504
H 1.8305 2.9490 -0.2357
H 3.3978 3.3091 3.0669
H 3.1064 1.6889 2.4247
H 2.4321 2.1594 3.9911
H 1.0952 5.3960 3.1771
H 0.1809 4.2502 4.1636
H -0.5410 4.9282 2.7041
H -3.8858 0.8253 1.6309
H -3.1349 -0.2970 0.4887
H -4.2092 0.9692 -0.1014
H -2.9119 3.8475 1.7250
H -3.3762 3.9082 0.0217
H -1.7531 4.3962 0.5086
H -0.8687 0.6908 -1.3893
H -0.3709 2.3919 -1.3588
H -1.9476 1.9455 -2.0228

41
Properties=species:S:1:pos:R:3 method="wB97M-V/def2-TZVPD" e_lumo_ev=0.357 homo_lumo_gap_ev=8.8878 e_above_lowest_ev=0.407 smiles="NC(=O)c1cc(Cl)ccc1OCC(=O)N1CCCc2ccccc21" total_charge=0
N 1.0170 3.1740 -0.1757
C 0.0454 2.5299 0.4996
O -0.2183 2.7819 1.6602
C -0.7333 1.5041 -0.2662
C -2.0244 1.2614 0.1890
C -2.8262 0.3232 -0.4300
Cl -4.4160 0.0203 0.1644
C -2.3569 -0.3803 -1.5276
C -1.0704 -0.1602 -1.9755
C -0.2357 0.7610 -1.3480
O 1.0360 1.0108 -1.7836
C 1.8825 -0.0581 -2.1865
C 2.8912 -0.3113 -1.0502
O 4.0360 0.0811 -1.1569
N 2.4229 -0.8796 0.0866
C 3.1497 -0.6589 1.3275
C 2.3571 0.3532 2.1484
C 0.9672 -0.1962 2.4758
C 0.4238 -1.1234 1.4243
C -0.8208 -1.7134 1.6098
C -1.3177 -2.6429 0.7174
C -0.5482 -3.0340 -0.3660
C 0.6877 -2.4545 -0.5742
C 1.1557 -1.4635 0.2848
H 1.5710 3.8521 0.3221
H 1.2978 2.8862 -1.0970
H -2.3739 1.8205 1.0435
H -2.9903 -1.0964 -2.0262
H -0.7183 -0.7078 -2.8365
H 1.3208 -0.9475 -2.4622
H 2.4527 0.3017 -3.0478
H 3.2421 -1.6099 1.8594
H 4.1415 -0.2832 1.0737
H 2.2651 1.2706 1.5648
H 2.8915 0.5943 3.0672
H 1.0033 -0.7558 3.4156
H 0.2738 0.6346 2.6247
H -1.4005 -1.4363 2.4778
H -2.2898 -3.0821 0.8796
H -0.9027 -3.7989 -1.0401
H 1.3132 -2.7898 -1.3890

15
Properties=species:S:1:pos:R:3 method="wB97M-V/def2-TZVPD" e_lumo_ev=0.455 homo_lumo_gap_ev=10.7118 e_above_lowest_ev=4.613 total_charge=0
C 0.5573 1.4422 -0.1284
C 0.6147 -0.0410 0.2628
O 0.6668 -0.2051 1.6543
C -0.6029 -0.8081 -0.2537
N -1.7987 -0.2788 0.3922
C 1.7912 -0.6886 -0.3440
N 2.6733 -1.2086 -0.8784
H 1.4077 1.9573 0.3234
H -0.3716 1.8740 0.2575
H 0.5985 1.5763 -1.2153
H -0.2564 -0.0594 1.9362
H -0.5194 -1.8870 -0.3023
H -0.6479 -0.4932 -1.4726
H -2.4767 -1.0301 0.5699
H -1.6359 -0.1498 -0.8017

17
Properties=species:S:1:pos:R:3 method="wB97M-V/def2-TZVPD" e_lumo_ev=-3.629 homo_lumo_gap_ev=10.3127 e_above_lowest_ev=3.525 smiles=C[C@@H]1[C@H]([NH3+])N1C total_charge=+1
C -1.0965 -1.5912 -0.1799
C -0.1080 -0.6856 0.4868
C -0.1333 0.8337 0.5210
N -1.1995 1.5758 -0.2601
N 0.7840 0.0700 -0.3496
C 2.1818 0.0544 -0.1241
H -2.0697 -1.0336 -0.4100
H -1.3654 -2.4135 0.3709
H -0.6970 -1.9077 -1.0824
H 0.3172 -1.1751 1.3129
H 0.0839 1.3248 1.3478
H -0.6463 2.2250 -0.8058
H -1.9933 1.6402 0.3437
H -1.6596 1.0946 -1.0660
H 2.6743 1.0135 -0.4381
H 2.3318 -0.0889 0.9571
H 2.5954 -0.9364 -0.6243

17
Properties=species:S:1:pos:R:3 method="wB97M-V/def2-TZVPD" e_lumo_ev=-5.623 homo_lumo_gap_ev=7.3255 e_above_lowest_ev=6.116 total_charge=+1
I -0.9705 0.0963 -3.2179
C -1.3653 1.0751 -1.3098
C -2.5713 0.8363 -0.7948
N -3.3483 0.4072 0.0771
O -3.0643 -0.6119 0.9626
C -2.0251 -1.6266 0.7490
N -0.6888 -1.2489 0.4220
C 0.4634 -0.9901 0.1772
C 1.3450 -0.0094 -0.3607
C 0.7704 1.3453 -0.0418
C -0.3091 1.8987 -0.6400
H -2.0574 -2.0444 1.7558
H -2.4281 -2.4214 0.0794
H 1.3610 -0.2204 -1.3781
H 2.4180 -0.1466 0.0580
H 1.3418 1.9271 0.6641
H -0.4198 2.9557 -0.4725